{
  "formula": "C22H42F3O8PSi2",
  "method": "ωB97M-V/def2-TZVPD",
  "symbols": ["C", "C", "Si", "C", "C", "C", "O", "C", "C", "O", "O", "Si", "C", "C", "C", "C", "C", "C", "C", "C", "O", "C", "C", "O", "P", "C", "O", "H", "H", "H", "H", "H", "H", "H", "H", "H", "H", "H", "H", "H", "H", "H", "H", "H", "H", "H", "H", "H", "H", "H", "H", "H", "H", "H", "H", "H", "H", "H", "H", "H", "H", "H", "H", "H", "C", "C", "O", "C", "O", "C", "F", "F", "F", "H", "H", "H", "H", "H"],
  "positions_angstrom": [[-1.4061, 4.7771, -5.6891], [-1.1754, 3.4690, -5.5220], [-1.7621, 2.5375, -4.0286], [-3.2077, 1.4397, -4.4780], [-4.3256, 2.1467, -5.2681], [-5.4516, 2.6753, -4.3938], [-4.9097, 3.1302, -3.1415], [-5.6954, 4.0075, -2.4606], [-6.0911, 3.5248, -1.1042], [-6.0092, 5.0754, -2.9189], [-0.5694, 1.5123, -3.4828], [0.3917, 1.8650, -2.1726], [1.7369, 0.5692, -2.0936], [1.3259, -0.7912, -1.5062], [1.0902, -0.7654, 0.0103], [2.3928, -0.5270, 0.7924], [2.2258, 0.5101, 1.9229], [1.9572, -0.1406, 3.3010], [3.0652, 0.1119, 4.3242], [2.6694, -0.2517, 5.7397], [2.3764, -1.6580, 5.8423], [1.2152, -1.9978, 6.4639], [-0.0294, -1.8445, 5.6463], [1.2191, -2.4487, 7.5787], [1.2420, 3.9442, -2.4784], [2.7783, 3.5883, -3.4169], [1.8785, 4.2410, -0.9527], [-1.0643, 5.3257, -6.5613], [-1.9374, 5.3500, -4.9343], [-0.6378, 2.9324, -6.3016], [-2.1322, 3.5298, -2.9945], [-2.7748, 0.6588, -5.1126], [-3.5891, 0.9351, -3.5897], [-4.7691, 1.4316, -5.9643], [-3.9107, 2.9509, -5.8772], [-5.9439, 3.5164, -4.8848], [-6.1939, 1.8952, -4.2073], [-5.2122, 3.2188, -0.5390], [-6.7698, 2.6765, -1.1821], [-6.5912, 4.3360, -0.5802], [-0.4290, 1.9087, -0.9377], [2.0670, 0.4200, -3.1261], [2.5770, 0.9793, -1.5289], [2.1343, -1.5074, -1.6872], [0.4373, -1.1776, -2.0106], [0.3260, -0.0321, 0.2716], [0.6788, -1.7440, 0.2666], [2.7103, -1.4775, 1.2163], [3.1794, -0.1810, 0.1207], [3.1033, 1.1549, 1.9812], [1.3650, 1.1373, 1.6884], [1.8452, -1.2170, 3.1771], [1.0343, 0.2717, 3.7203], [3.9547, -0.4690, 4.0651], [3.3328, 1.1713, 4.3154], [3.5033, -0.0634, 6.4157], [1.8048, 0.3409, 6.0487], [-0.8443, -2.3587, 6.1489], [0.1060, -2.2580, 4.6482], [-0.2959, -0.7911, 5.5419], [3.5888, 4.1559, -2.9615], [2.6116, 3.9372, -4.4355], [3.0592, 2.5366, -3.4501], [1.2065, 4.7249, -0.4625], [1.6285, -7.3661, 4.3901], [0.8595, -7.3799, 3.0883], [0.8564, -6.0720, 2.4730], [1.9281, -5.7610, 1.7652], [2.8922, -6.4332, 1.5610], [1.7541, -4.3498, 1.1724], [1.2637, -3.4882, 2.0731], [0.9045, -4.3846, 0.1350], [2.9146, -3.8744, 0.7348], [1.2270, -6.6086, 5.0632], [1.5522, -8.3388, 4.8743], [2.6821, -7.1474, 4.2207], [-0.1904, -7.6098, 3.2526], [1.2655, -8.1056, 2.3856]],
  "atomic_forces_ev_per_a": [[0.130, -0.472, 0.136], [-0.011, 0.431, -0.090], [-0.362, -0.251, -0.097], [0.132, 0.020, -0.334], [-0.004, -0.280, 0.133], [0.256, 0.409, -0.431], [-0.318, -0.460, 0.169], [-0.011, 0.681, -0.293], [0.049, 0.317, 0.367], [-0.057, -0.448, 0.042], [-0.072, 0.417, 0.303], [0.442, -0.264, -0.233], [-0.393, -0.208, 0.089], [0.118, 0.101, 0.228], [0.155, -0.467, -0.447], [-0.331, 0.533, 0.236], [-0.127, -0.570, 0.227], [0.231, 0.420, 0.065], [-0.100, -0.259, -0.085], [0.165, -0.026, -0.206], [0.106, 0.091, -0.160], [-0.028, -0.301, 0.712], [-0.322, -0.036, -0.075], [0.062, 0.102, -0.426], [-0.428, 0.382, -0.127], [-0.073, -0.209, -0.008], [0.026, -0.283, 0.094], [-0.057, -0.039, -0.003], [0.049, 0.017, -0.022], [0.016, 0.048, -0.047], [0.108, -0.011, 0.069], [0.016, -0.041, 0.038], [-0.053, -0.001, 0.043], [-0.071, 0.083, -0.063], [0.014, 0.073, 0.045], [-0.067, -0.048, 0.018], [0.048, -0.044, 0.218], [0.024, -0.128, -0.043], [0.071, -0.096, -0.089], [-0.013, -0.054, 0.015], [-0.051, 0.050, 0.031], [0.115, 0.105, 0.004], [0.105, 0.048, -0.055], [-0.082, -0.070, -0.101], [-0.002, 0.031, -0.066], [0.034, 0.100, -0.022], [-0.093, 0.091, 0.156], [0.282, 0.063, -0.014], [-0.005, -0.117, -0.092], [0.017, 0.044, 0.027], [0.173, 0.222, -0.128], [-0.243, -0.011, 0.074], [-0.090, -0.182, -0.042], [0.071, 0.124, -0.086], [0.092, 0.015, 0.037], [-0.105, 0.126, 0.147], [-0.031, -0.023, 0.106], [-0.006, 0.046, 0.018], [0.082, 0.052, -0.027], [0.073, 0.000, -0.042], [-0.001, 0.092, -0.061], [0.143, 0.035, -0.026], [0.079, 0.027, 0.059], [0.132, 0.120, 0.096], [0.071, 0.168, -0.028], [-0.059, -0.300, 0.169], [-0.030, 0.022, -0.041], [-0.112, 0.016, 0.091], [0.100, -0.059, -0.030], [0.026, 0.244, -0.190], [-0.011, -0.084, 0.085], [-0.037, -0.090, 0.038], [0.051, -0.095, 0.021], [-0.040, -0.037, 0.021], [-0.014, -0.019, -0.002], [0.006, -0.047, -0.026], [-0.027, 0.094, -0.023], [0.068, 0.070, -0.046]],
  "homo_lumo_gap_ha": 0.3153,
  "homo_energy_ev": -7.96
}

***

{
  "formula": "C22H42N3O3PtSSi2Te",
  "method": "ωB97M-V/def2-TZVPD",
  "symbols": ["Pt", "N", "C", "C", "C", "O", "O", "H", "H", "H", "H", "H", "H", "C", "C", "C", "N", "C", "S", "N", "C", "O", "C", "C", "C", "C", "C", "C", "H", "H", "H", "H", "H", "H", "H", "H", "H", "H", "H", "H", "H", "H", "C", "Si", "C", "C", "C", "Te", "C", "Si", "C", "C", "C", "H", "H", "H", "H", "H", "H", "H", "H", "H", "H", "H", "H", "H", "H", "H", "H", "H", "H", "H", "H", "H", "H"],
  "positions_angstrom": [[0.5603, -0.2333, 1.0621], [2.6662, -1.0065, 1.1510], [3.2600, -1.0007, 2.5239], [3.3743, 0.4236, 3.0609], [2.0518, 1.0749, 2.8083], [1.0280, 0.3357, 2.9656], [2.0080, 2.2515, 2.3314], [2.6410, -1.9603, 0.7961], [3.2654, -0.4713, 0.5233], [4.2535, -1.4511, 2.5098], [2.6193, -1.6013, 3.1635], [4.1537, 1.0106, 2.5759], [3.5919, 0.3979, 4.1316], [-3.7358, -5.0532, -2.7471], [-2.6127, -4.0731, -3.0778], [-2.6037, -2.8409, -2.1790], [-2.1570, -3.2183, -0.8219], [-1.4138, -2.5435, 0.0009], [-0.9559, -0.8824, -0.4441], [-1.0000, -3.0587, 1.1667], [-1.0682, -4.4505, 1.6466], [-1.2543, -4.5893, 2.8142], [-0.7974, -5.5128, 0.6608], [-1.3309, -6.7807, 0.8903], [-1.0213, -7.8222, 0.0316], [-0.1246, -7.6265, -1.0100], [0.4376, -6.3706, -1.2216], [0.0970, -5.3147, -0.3972], [-3.7051, -5.8921, -3.4394], [-4.7135, -4.5821, -2.8560], [-3.6645, -5.4605, -1.7334], [-2.7228, -3.7328, -4.1073], [-1.6429, -4.5733, -3.0048], [-3.6103, -2.4237, -2.1066], [-1.9403, -2.0757, -2.5750], [-2.4497, -4.1521, -0.5401], [-0.7728, -2.4095, 1.9087], [-1.9642, -6.9484, 1.7523], [-1.4709, -8.7926, 0.1912], [0.1454, -8.4508, -1.6565], [1.1392, -6.2111, -2.0295], [0.5712, -4.3497, -0.5441], [-3.9271, 4.3243, 0.7391], [-2.3433, 3.7373, -0.0508], [-2.6544, 2.2684, -1.1635], [-1.5543, 5.1838, -0.9378], [-1.1546, 3.1575, 1.3889], [0.6782, 2.7078, 0.4984], [1.6047, 4.5746, 0.9744], [3.1079, 4.8663, -0.2205], [3.4202, 6.6862, 0.0552], [2.4478, 4.5619, -1.9517], [4.4722, 3.6805, 0.2433], [-4.5946, 4.6320, -0.0691], [-3.7477, 5.1772, 1.3939], [-4.4061, 3.5274, 1.3091], [-3.2273, 2.5820, -2.0382], [-3.2396, 1.5002, -0.6540], [-1.7284, 1.8111, -1.5310], [-2.1990, 5.4971, -1.7607], [-0.5760, 4.9343, -1.3705], [-1.4309, 6.0450, -0.2781], [-1.5324, 2.2730, 1.9054], [-0.9566, 3.9525, 2.1083], [1.9028, 4.4830, 2.0171], [0.8351, 5.3403, 0.8549], [2.5542, 7.2693, -0.2596], [4.2823, 6.9926, -0.5409], [3.6327, 6.8929, 1.1050], [1.7132, 5.3185, -2.2341], [1.9686, 3.5757, -2.0353], [3.2448, 4.5895, -2.6962], [5.0275, 4.0249, 1.1172], [5.1845, 3.5644, -0.5746], [4.0649, 2.6905, 0.4809]],
  "atomic_forces_ev_per_a": [[0.467, -2.084, -0.365], [-1.016, 0.652, 0.136], [0.169, -0.044, 0.333], [0.087, 0.263, 0.091], [-0.015, -0.118, 0.160], [-0.123, 0.523, -0.246], [-0.657, -0.170, -1.305], [-0.102, 0.020, -0.067], [-0.108, -0.033, -0.144], [-0.052, -0.091, -0.195], [-0.006, 0.005, -0.006], [0.080, -0.066, 0.025], [0.001, -0.038, 0.002], [0.023, 0.089, -0.066], [-0.049, -0.151, 0.120], [-0.042, -0.059, -0.341], [-0.107, 0.250, -0.267], [-0.102, -0.366, 0.323], [0.540, 0.507, 0.232], [0.205, 0.024, -0.125], [0.092, -0.195, 0.046], [-0.067, 0.100, 0.007], [0.166, -0.033, -0.006], [-0.086, 0.042, 0.081], [0.006, -0.088, 0.025], [-0.076, 0.091, -0.041], [-0.007, 0.079, -0.040], [-0.025, 0.011, 0.028], [0.007, -0.066, 0.081], [0.006, 0.015, 0.047], [0.000, -0.051, -0.022], [0.028, 0.055, 0.013], [0.029, 0.054, -0.080], [0.022, 0.029, 0.098], [0.058, -0.004, 0.084], [0.054, 0.007, 0.098], [-0.084, -0.020, 0.013], [-0.079, 0.046, -0.055], [0.074, -0.027, 0.018], [-0.031, -0.004, -0.005], [0.035, -0.079, 0.022], [-0.050, 0.007, -0.047], [0.485, -0.341, 0.102], [-1.151, 0.649, -0.178], [0.342, -0.027, 0.102], [0.407, -0.453, 0.101], [0.488, -0.304, -0.053], [0.563, 1.012, 2.442], [0.315, -0.134, -0.884], [-0.222, 0.958, -0.068], [0.284, -0.543, -0.081], [-0.080, -0.217, 0.318], [-0.143, -0.024, 0.048], [-0.038, 0.023, 0.038], [-0.096, 0.021, 0.004], [-0.111, 0.080, 0.017], [0.034, 0.059, -0.002], [0.032, 0.009, 0.050], [-0.066, -0.032, -0.112], [-0.001, -0.058, -0.027], [-0.021, 0.167, -0.110], [0.023, -0.026, 0.034], [-0.141, -0.043, -0.184], [-0.007, 0.046, -0.052], [-0.215, -0.084, 0.060], [-0.060, -0.085, -0.061], [0.018, 0.033, -0.002], [-0.015, 0.161, 0.059], [0.036, 0.099, -0.024], [0.004, 0.014, 0.024], [0.050, 0.012, -0.195], [0.015, -0.035, 0.013], [-0.047, 0.010, 0.028], [-0.019, 0.003, -0.018], [0.071, -0.031, -0.050]],
  "homo_lumo_gap_ha": [0.1771, 0.1772],
  "homo_energy_ev": [-16.57, -16.57],
  "relative_energy_kcal_mol": 46.4,
  "total_charge": 3
}